78
Properties=species:S:1:pos:R:3 method="wB97M-V/def2-TZVPD" orbital_gap_ev=4.0 spin_multiplicity=1 e_tot_ev=-47042.8713 homo_ev=-6.05 e_lumo_ha=-0.077 relative_energy_ev=0.184
C -5.9031 -3.5754 2.6216
C -6.5517 -2.9482 1.3780
C -5.5429 -1.9314 0.8122
N -4.3366 -2.1021 1.6016
C -3.1723 -1.4380 1.3600
C -3.1084 -0.4303 0.3630
C -1.9155 0.1937 0.0806
C -0.7076 -0.1627 0.7562
C 0.5164 0.4552 0.4033
C 1.7866 -0.1599 0.6724
C 2.0369 -1.4241 0.0718
C 3.1706 -2.1470 0.3710
C 4.0859 -1.6566 1.3389
N 5.1853 -2.3954 1.6492
C 6.0607 -2.1087 2.7689
C 7.1019 -3.2468 2.7646
C 6.9128 -4.0015 1.4418
C 5.5193 -3.6109 0.9365
C 3.8338 -0.4019 1.9610
C 2.7384 0.3595 1.5915
C -0.7860 -1.1714 1.7792
C -1.9893 -1.7654 2.0843
C -4.5451 -2.8778 2.8068
H -6.5181 -3.4205 3.5118
H -5.7466 -4.6502 2.4830
H -6.7845 -3.7081 0.6261
H -7.4771 -2.4294 1.6448
H -5.3534 -2.0923 -0.2607
H -5.9448 -0.9083 0.9220
H -4.0096 -0.1509 -0.1857
H -1.8647 0.9629 -0.6934
H 0.4877 1.3715 -0.1749
H 1.3106 -1.8285 -0.6337
H 3.3533 -3.1079 -0.1113
H 6.5405 -1.1182 2.6604
H 5.5052 -2.0885 3.7245
H 8.1089 -2.8376 2.8725
H 6.9037 -3.9132 3.6137
H 7.6573 -3.6749 0.7078
H 6.9923 -5.0829 1.5654
H 4.7945 -4.4129 1.1695
H 5.5046 -3.4640 -0.1560
H 4.5221 -0.0429 2.7259
H 2.5495 1.3325 2.0447
H 0.1164 -1.4645 2.3219
H -2.0355 -2.5278 2.8601
H -4.5850 -2.2185 3.6959
H -3.7363 -3.6046 2.9771
C -0.8398 1.5959 -4.2958
C 0.5893 2.0714 -4.4987
C 1.1098 1.6315 -5.8699
O 0.6558 3.5108 -4.4778
C 0.4782 4.0944 -3.2334
O 0.4030 5.3151 -3.2001
C 0.4909 3.1920 -2.0688
C 0.2730 3.8023 -0.7447
C -1.2039 4.0598 -0.4725
C -1.8617 3.4640 0.6097
C -3.2540 3.5117 0.6883
C -3.9853 4.1885 -0.2961
C -3.3182 4.8857 -1.3049
C -1.9279 4.8404 -1.3702
C 1.5038 2.1794 -2.2852
O 2.3906 1.8977 -1.4939
O 1.5017 1.5490 -3.5169
H -1.2386 1.8975 -3.3198
H -1.4689 2.0294 -5.0842
H -0.8625 0.5005 -4.3709
H 2.1703 1.8767 -5.9513
H 0.9935 0.5507 -5.9781
H 0.5630 2.1436 -6.6647
H 0.6817 3.1282 0.0079
H 0.8399 4.7534 -0.7314
H -1.2731 2.9437 1.3692
H -3.7680 2.9970 1.5025
H -5.0728 4.1759 -0.2729
H -3.8621 5.4495 -2.0628
H -1.3886 5.3914 -2.1385